Entry 1:
{
  "formula": "C47H84F17N10O14P2S",
  "method": "wB97M-V/def2-TZVPD",
  "symbols": ["C", "C", "C", "C", "C", "C", "O", "O", "P", "S", "N", "C", "O", "C", "C", "C", "C", "C", "O", "C", "C", "C", "C", "F", "F", "C", "F", "F", "C", "F", "F", "C", "F", "F", "C", "F", "F", "C", "F", "F", "C", "F", "F", "C", "F", "F", "F", "P", "N", "O", "O", "H", "H", "H", "H", "H", "H", "H", "H", "H", "H", "H", "H", "H", "H", "H", "H", "H", "H", "H", "H", "H", "H", "H", "H", "H", "H", "H", "H", "C", "C", "O", "N", "C", "H", "H", "H", "H", "H", "H", "H", "C", "C", "O", "N", "C", "H", "H", "H", "H", "H", "H", "H", "C", "C", "O", "N", "C", "H", "H", "H", "H", "H", "H", "H", "C", "C", "O", "N", "C", "H", "H", "H", "H", "H", "H", "H", "C", "C", "O", "N", "C", "H", "H", "H", "H", "H", "H", "H", "C", "C", "O", "N", "C", "H", "H", "H", "H", "H", "H", "H", "C", "C", "O", "N", "C", "H", "H", "H", "H", "H", "H", "H", "C", "C", "O", "N", "C", "H", "H", "H", "H", "H", "H", "H"],
  "positions_angstrom": [[2.41890, -5.05582, 2.03812], [1.77675, -4.32712, 1.09651], [2.14679, -2.83999, 0.98709], [1.12076, -1.94103, 0.14855], [0.69070, -2.75118, -1.13778], [1.89294, -3.21958, -1.97670], [2.27709, -2.65512, -2.95340], [2.03585, -0.99912, -0.43853], [2.04336, 0.44149, 0.55000], [2.03045, 2.25570, 1.83989], [3.88777, 0.40678, 0.29652], [4.49229, 0.79453, 1.23716], [5.09834, 0.85893, 2.21269], [1.70818, 1.38055, -1.07742], [2.93168, 2.29488, -1.47568], [0.43914, 2.30963, -1.08091], [-0.48924, 1.85723, -2.24986], [-1.73467, 2.77513, -2.43264], [0.38789, 0.15754, 1.01496], [-0.04660, -1.20917, 0.95839], [-1.49319, -1.20671, 0.35840], [-2.24735, 0.13790, 0.54350], [-3.66644, 0.11809, -0.12321], [-4.25968, -1.08516, 0.14528], [-3.43422, 0.29941, -1.45758], [-4.48381, 1.30003, 0.50030], [-4.75626, 1.03840, 1.79882], [-3.61251, 2.35162, 0.55843], [-5.70821, 1.83702, -0.30142], [-6.32813, 2.76527, 0.47492], [-5.21007, 2.54243, -1.34744], [-6.72707, 0.82551, -0.90179], [-6.19272, -0.05228, -1.77522], [-7.55924, 1.59430, -1.67716], [-7.67850, 0.09830, 0.10244], [-8.53080, 1.06426, 0.56085], [-7.07818, -0.40344, 1.19751], [-8.59731, -1.01118, -0.51299], [-9.67405, -1.10880, 0.32678], [-9.11544, -0.68530, -1.70937], [-7.97967, -2.45601, -0.62038], [-6.64369, -2.52380, -0.51390], [-8.27716, -2.93250, -1.86536], [-8.57836, -3.51520, 0.37227], [-9.83004, -3.85409, 0.06460], [-8.43447, -3.18676, 1.64802], [-7.86047, -4.64710, 0.19411], [-0.35813, -1.85361, 2.70868], [-0.65375, -3.40673, 2.72208], [-1.69883, -1.11947, 3.39296], [0.88495, -1.47631, 3.68225], [2.82006, -6.05518, 1.81034], [2.52703, -4.60858, 3.04064], [1.04182, -4.85588, 0.47283], [2.39759, -2.39526, 1.96956], [3.07871, -2.80180, 0.38678], [0.09732, -2.04992, -1.76180], [-0.00017, -3.57661, -0.85925], [2.42000, -4.14916, -1.64390], [2.35338, -0.22871, 1.77980], [1.76481, 3.34491, 1.06750], [1.60920, 0.63895, -1.88811], [2.63750, 3.04890, -2.24654], [3.33676, 2.86680, -0.62112], [3.75169, 1.70728, -1.93383], [0.77096, 3.34125, -1.35520], [-0.08097, 2.40525, -0.10973], [-0.83702, 0.82241, -2.02125], [0.05896, 1.77368, -3.21466], [-2.38289, 2.35807, -3.23253], [-2.33950, 2.70248, -1.50112], [-1.48219, 3.84097, -2.58573], [-2.06635, -1.99186, 0.90679], [-1.56098, -1.48378, -0.70991], [-2.26861, 0.52140, 1.57697], [-1.68165, 0.89132, -0.04262], [-1.58232, -3.57974, 3.10563], [-2.46964, -1.61644, 3.07599], [0.92298, -2.17496, 4.36948], [-7.31053, 6.06842, -0.35571], [-7.65373, 7.42024, 0.21643], [-6.97263, 8.41117, 0.00134], [-8.76639, 7.51208, 0.99618], [-9.69309, 6.45850, 1.36296], [-6.40412, 6.15115, -0.95071], [-7.13169, 5.35310, 0.44801], [-8.11752, 5.71631, -1.00116], [-8.93615, 8.44295, 1.34510], [-10.69096, 6.73162, 1.01359], [-9.71252, 6.37162, 2.45098], [-9.41144, 5.50278, 0.93223], [4.11678, -1.53231, 5.83005], [3.17475, -2.42157, 6.60015], [1.96484, -2.39881, 6.42148], [3.70954, -3.26954, 7.52017], [5.10428, -3.44008, 7.87430], [3.54291, -0.91784, 5.13892], [4.65922, -0.87446, 6.51187], [4.81968, -2.13533, 5.25352], [3.02088, -3.83258, 7.99531], [5.38685, -4.47926, 7.69137], [5.21893, -3.22412, 8.93929], [5.75380, -2.78405, 7.30333], [6.80829, -0.88122, 10.60335], [6.38517, -0.21017, 9.31987], [6.90397, -0.47457, 8.24678], [5.39085, 0.71502, 9.38670], [4.65698, 1.16112, 10.55460], [7.60523, -1.58908, 10.38771], [7.18445, -0.14095, 11.31129], [5.96927, -1.42604, 11.03978], [5.16021, 1.12172, 8.49202], [3.59530, 0.96151, 10.39829], [4.79996, 2.23745, 10.66830], [4.98752, 0.65792, 11.45802], [-5.15479, -5.90708, -5.75096], [-4.61088, -4.87695, -4.79139], [-3.46244, -4.91345, -4.38544], [-5.45291, -3.88689, -4.38323], [-6.83942, -3.68168, -4.75502], [-4.37149, -6.62496, -5.98177], [-5.99210, -6.44105, -5.29838], [-5.47168, -5.42922, -6.67957], [-5.02521, -3.23386, -3.74368], [-6.93069, -2.69782, -5.22048], [-7.44569, -3.70331, -3.84911], [-7.19300, -4.44160, -5.44501], [6.87728, -5.32852, -0.02807], [5.96233, -4.26023, -0.56865], [4.74887, -4.31871, -0.45216], [6.52956, -3.20049, -1.20496], [7.93431, -2.94298, -1.44504], [6.28005, -6.10190, 0.45032], [7.44741, -5.78132, -0.84002], [7.55339, -4.90345, 0.71606], [5.85477, -2.52636, -1.53869], [8.19568, -1.99099, -0.97632], [8.09100, -2.86373, -2.52394], [8.57006, -3.72782, -1.04684], [5.20443, 3.08175, -5.46585], [5.24727, 4.24363, -4.50483], [5.56962, 4.10723, -3.33941], [4.90757, 5.47642, -4.98343], [4.49955, 5.83490, -6.32646], [5.49748, 2.17625, -4.94029], [4.19240, 2.94613, -5.85075], [5.90152, 3.24612, -6.28994], [4.95778, 6.20403, -4.28718], [5.19809, 6.57711, -6.71984], [3.50223, 6.27797, -6.28423], [4.48132, 4.97414, -6.98761], [-10.32962, 7.97894, -4.30993], [-9.45691, 8.72153, -5.29140], [-9.71674, 8.76764, -6.48475], [-8.35440, 9.34923, -4.80498], [-7.88618, 9.40652, -3.43117], [-11.16504, 7.53308, -4.84451], [-9.76193, 7.18188, -3.82702], [-10.72482, 8.66612, -3.56002], [-7.81785, 9.82433, -5.51442], [-7.83811, 10.45227, -3.12318], [-6.88347, 8.97931, -3.38919], [-8.53628, 8.86250, -2.75382], [11.69631, -6.89091, -1.59762], [10.78301, -5.82086, -2.14130], [9.56955, -5.88261, -2.02584], [11.35460, -4.76204, -2.77680], [12.76272, -4.51039, -3.01182], [11.09536, -7.66231, -1.12222], [12.26855, -7.34700, -2.40714], [12.37148, -6.46865, -0.85156], [10.68440, -4.08696, -3.11351], [13.03207, -3.56142, -2.54417], [12.93020, -4.43272, -4.08789], [13.38866, -5.29974, -2.60759]],
  "mulliken_charge": [-1.122, -0.210, -0.754, 0.529, -1.148, -0.239, -0.529, -0.926, 1.156, -0.394, -0.648, 0.656, -0.589, 0.232, -1.673, -1.143, -0.057, -1.088, -0.431, 2.678, -2.577, -0.013, 1.304, -0.351, -0.263, 0.276, -0.324, -0.303, 0.547, -0.298, -0.274, 0.528, -0.148, -0.332, 0.602, -0.338, -0.235, 0.533, -0.331, -0.274, 0.594, -0.190, -0.350, 0.631, -0.249, -0.219, -0.260, 0.455, -0.796, -0.648, -0.432, 0.260, 0.229, 0.233, 0.496, 0.563, 0.785, 0.383, 0.324, -0.285, 0.099, 0.435, 0.435, 0.229, 0.279, 0.643, 0.503, -0.060, 0.486, 0.307, -0.030, 0.448, 0.454, 0.435, 0.597, -0.761, 0.195, 0.411, 0.286, -1.148, 0.630, -0.665, -0.178, -0.769, 0.392, 0.329, 0.377, 0.238, 0.275, 0.282, 0.269, -0.932, 0.780, -0.699, -0.150, -0.798, 0.126, 0.183, 0.395, 0.239, 0.294, 0.184, 0.337, -1.432, 0.869, -0.627, -0.151, -0.861, 0.294, 0.439, 0.355, 0.238, 0.291, 0.288, 0.322, -1.278, 0.854, -0.627, -0.053, -0.647, 0.288, 0.342, 0.350, 0.075, 0.276, 0.108, 0.354, -1.270, 0.714, -0.519, -0.059, -0.844, 0.278, 0.307, 0.366, 0.215, 0.311, 0.305, 0.198, -1.320, 0.787, -0.619, -0.176, -0.821, 0.288, 0.354, 0.422, 0.228, 0.275, 0.276, 0.315, -1.105, 0.716, -0.656, -0.137, -0.637, 0.279, 0.276, 0.341, 0.218, 0.272, 0.279, 0.146, -1.395, 0.854, -0.609, -0.133, -0.897, 0.300, 0.371, 0.370, 0.213, 0.296, 0.294, 0.334],
  "total_charge": -1,
  "orbital_gap_ev": 6.52,
  "lumo_ev": 1.57
}

=====

Entry 2:
{
  "formula": "C18H38O6P2Zr",
  "method": "wB97M-V/def2-TZVPD",
  "symbols": ["Zr", "C", "O", "C", "O", "C", "O", "C", "P", "H", "H", "C", "H", "C", "H", "H", "H", "C", "H", "C", "H", "H", "C", "H", "H", "H", "C", "H", "H", "H", "C", "H", "H", "H", "C", "H", "H", "H", "H", "H", "C", "C", "O", "P", "O", "C", "C", "O", "C", "C", "H", "H", "H", "H", "H", "H", "H", "H", "H", "H", "H", "H", "H", "H", "H"],
  "positions_angstrom": [[0.57231, -0.40773, 0.27212], [-1.73048, -0.18192, -0.04892], [-2.86771, -0.02994, -0.25662], [0.58322, 1.91234, 0.40942], [0.04880, 2.98195, 0.59268], [1.90735, 1.45958, 0.16626], [3.01543, 1.96170, 0.17090], [-1.24890, 1.36255, -3.09762], [0.19888, 0.57828, -2.27615], [0.72779, -1.07819, -3.90819], [-2.08037, 0.69496, -2.82754], [1.61956, 1.26830, -3.24924], [1.29156, 1.15090, -4.29458], [-1.13827, 1.41115, -4.62704], [-0.81603, 0.46044, -5.06827], [-0.46032, 2.20685, -4.96400], [-2.13433, 1.63841, -5.03170], [-1.56798, 2.73681, -2.50591], [-0.82515, 3.49144, -2.78649], [0.92887, -2.06197, -1.97811], [-1.63366, 2.71355, -1.41291], [-2.53950, 3.06224, -2.90520], [-1.24194, -1.69327, -3.25584], [0.44563, -2.11060, -0.95560], [0.85864, -3.09353, -2.33894], [2.00187, -1.83251, -1.89534], [0.16828, -1.15876, -2.96306], [-1.17810, -2.78170, -3.38527], [-1.65106, -1.27324, -4.18221], [-1.94976, -1.49704, -2.43816], [2.92509, 0.49379, -3.05932], [3.25827, 0.50936, -2.01242], [3.69699, 0.99043, -3.66365], [2.85319, -0.53914, -3.41336], [1.82043, 2.75225, -2.94560], [1.96810, 2.92284, -1.87286], [0.99000, 3.37038, -3.29635], [2.72883, 3.09156, -3.46211], [0.02838, -4.45429, -0.81625], [0.02419, -4.26793, -0.08897], [-3.93861, -0.25113, 4.45899], [-3.56261, -0.10982, 3.01265], [-2.29570, 0.65859, 2.89602], [-0.91923, -0.07661, 2.47165], [-0.75861, -1.32222, 3.52099], [-0.25144, -1.20793, 4.90756], [-0.22975, 0.20248, 5.43087], [1.67930, -1.40717, 1.44181], [2.57165, -1.96036, 2.39981], [3.23730, -0.90132, 3.25495], [-3.24666, -0.89997, 5.00672], [-4.93247, -0.70450, 4.51250], [-3.98133, 0.73158, 4.93723], [-3.42013, -1.07850, 2.51780], [-4.29070, 0.48630, 2.45872], [-0.91746, -1.85119, 5.49294], [0.74929, -1.65294, 4.89949], [0.37953, 0.86879, 4.80588], [-1.24401, 0.60478, 5.52451], [0.20141, 0.20193, 6.43660], [1.99443, -2.66032, 3.01586], [3.33198, -2.52762, 1.84957], [2.50996, -0.42221, 3.91927], [4.02974, -1.35437, 3.85746], [3.70602, -0.12655, 2.64258]],
  "mulliken_charge": [-0.022, 0.627, -0.098, 0.935, -0.182, -0.130, -0.084, 0.475, 0.945, 0.631, 0.568, 0.197, 0.668, -1.731, 0.481, 0.360, 0.456, -1.311, 0.261, -1.538, 0.265, 0.492, -1.419, 0.392, 0.724, 0.214, 0.419, 0.478, 0.385, 0.229, -1.461, 0.239, 0.493, 0.350, -1.151, 0.150, 0.198, 0.514, 0.118, -0.025, -1.244, -0.100, -0.214, 0.709, -0.259, -0.184, -1.114, -0.723, -0.331, -1.024, 0.239, 0.422, 0.374, 0.390, 0.379, 0.385, 0.299, 0.421, 0.289, 0.427, 0.355, 0.468, 0.175, 0.425, 0.323],
  "total_charge": 4,
  "orbital_gap_ev": [5.15, 5.16],
  "lumo_ev": [-17.41, -17.40]
}

=====

Entry 3:
{
  "formula": "C4H7INOP",
  "method": "wB97M-V/def2-TZVPD",
  "symbols": ["C", "C", "N", "C", "P", "I", "C", "O", "H", "H", "H", "H", "H", "H", "H"],
  "positions_angstrom": [[-1.31339, 1.68906, -0.97821], [-0.62078, 0.45971, -0.46993], [0.54998, 0.04818, -0.70926], [0.76843, -1.09401, -0.02115], [2.19510, -0.60996, 1.34705], [3.64556, 0.59081, -0.29181], [-0.58237, -1.37088, 0.62600], [-1.35960, -0.22528, 0.44103], [-0.55242, 2.44976, -0.85892], [-2.17859, 1.88487, -0.27005], [-1.52809, 1.53385, -2.01434], [1.36990, -1.94308, -0.47721], [1.19535, 0.30899, 1.72920], [-1.03804, -2.16836, 0.19272], [-0.55105, -1.55366, 1.75487]],
  "mulliken_charge": [-0.910, 0.613, -0.410, -0.207, -0.038, -0.073, -0.485, -0.369, 0.264, 0.257, 0.278, 0.433, 0.062, 0.339, 0.245],
  "smiles": "CC1=N[C@@H](PI)CO1",
  "total_charge": 0,
  "orbital_gap_ev": 8.49,
  "lumo_ev": -0.03
}

=====

Q: What is the formula in the third record?
A: C4H7INOP